Entry 1:
Below is C10H14BCuN3O2S as an isolated structure, with properties calculated with ωB97M-V/def2-TZVPD.

Structure (ORCA input):
```
! wB97M-V def2-TZVPD RIJCOSX def2/J DEFGRID3
* xyz 2 2
C 2.13384 -2.53696 0.73968
N 1.12648 -1.47808 1.01186
C 1.70038 -0.44629 1.94674
B 0.68886 -0.84239 -0.18946
O 1.44979 -0.88675 -1.38445
C -0.72129 -0.07443 -0.12557
C -0.88876 1.24030 0.16161
C 0.19366 2.23835 0.44391
C 1.21853 2.41290 -0.71577
O 0.55329 1.96210 -1.90337
C -2.29645 1.77055 0.22573
C -3.39078 0.99242 0.01275
C -3.20492 -0.33071 -0.31366
N -4.15325 -1.26109 -0.58238
S -3.36239 -2.59257 -0.90202
N -1.79223 -2.16812 -0.71621
C -1.84170 -0.86885 -0.38485
H 1.65207 -3.33637 0.15713
H 3.02820 -2.13665 0.24971
H 2.40661 -2.97750 1.70381
H 2.13205 0.41383 1.42539
H 0.94700 -0.17014 2.68849
H 2.53528 -0.92826 2.46354
H 1.12816 -1.58118 -1.98179
H -0.29120 3.21664 0.55373
H 0.67816 2.05512 1.40909
H 2.07014 1.73180 -0.56856
H 1.53494 3.45276 -0.81884
H 1.21165 1.67353 -2.54334
H -2.43672 2.81618 0.48783
H -4.38669 1.42188 0.07716
Cu 0.37729 -2.78204 -2.62787
*
```

Calculated values
E_tot (a.u.): -2766.9727
⟨S²⟩: 0.7925

Entry 2:
Below is C36H40P2V as an isolated structure, with properties calculated with ωB97M-V/def2-TZVPD.

Structure (ORCA input):
```
! wB97M-V def2-TZVPD RIJCOSX def2/J DEFGRID3
* xyz 2 2
V -1.16768 1.72009 3.16699
C 0.02714 2.70869 4.92300
C 0.81142 1.94607 4.03201
C 1.20083 0.48106 4.07905
C 0.12368 -0.54988 3.64421
C -1.27537 -0.24833 4.13425
C -1.58355 0.37437 5.34164
C -0.60535 0.78752 6.38444
C -0.28832 2.29022 6.32001
C -1.86468 2.78578 1.45375
H 0.04126 3.80155 4.74913
H 1.46372 2.58099 3.41148
H 1.62368 0.15453 5.04524
H 2.07013 0.33809 3.40986
H 0.10961 -0.68909 2.54685
H 0.46515 -1.52799 4.02543
H -2.11131 -0.66079 3.52310
H -2.64213 0.38280 5.63391
H 0.33477 0.21709 6.33514
H -1.06392 0.55292 7.35641
H -1.13949 2.87343 6.70169
H 0.55315 2.56325 6.99072
H -2.20217 3.81580 1.67588
H -2.74073 2.19491 1.11638
H -1.08931 2.80259 0.67289
P 1.39155 0.53207 -2.55863
P -1.04237 -1.50875 -2.43873
C 1.64699 -1.18259 -2.05828
C 0.63408 -2.09205 -2.06324
C 2.70488 0.81012 -3.80226
C 3.84804 0.01912 -3.96044
C 4.66563 0.21696 -5.07852
C 4.35649 1.21036 -6.00852
C 3.26532 2.06394 -5.79767
C 2.44483 1.86543 -4.69218
C 2.18051 1.37786 -1.14774
C 1.30592 1.26111 -0.06144
C 1.60058 1.91233 1.10829
C 2.81469 2.58721 1.29623
C 3.70723 2.66209 0.21773
C 3.39586 2.07288 -1.01572
C -1.38796 -2.60463 -3.92319
C -0.62252 -2.36190 -5.08300
C -0.83636 -3.10053 -6.25042
C -1.83126 -4.09034 -6.27215
C -2.58742 -4.35096 -5.12832
C -2.36246 -3.61865 -3.95417
C -2.10459 -2.24766 -1.15615
C -3.41036 -1.72259 -1.03811
C -4.25277 -2.21523 -0.04557
C -3.80411 -3.21626 0.82826
C -2.49908 -3.71124 0.71515
C -1.64022 -3.22612 -0.27133
H 2.64479 -1.42134 -1.66434
H 0.80350 -3.16007 -1.87458
H 4.08323 -0.75099 -3.22911
H 5.54370 -0.41887 -5.22119
H 4.96663 1.33339 -6.90046
H 3.04472 2.87099 -6.49347
H 1.58153 2.50855 -4.51500
H 0.39288 0.64901 -0.12432
H 0.80501 1.87775 1.86213
H 3.06024 3.02177 2.26562
H 4.64729 3.19211 0.35748
H 4.10034 2.14353 -1.84796
H 0.15248 -1.59043 -5.06197
H -0.23576 -2.90147 -7.13975
H -2.01343 -4.64609 -7.19167
H -3.36269 -5.12180 -5.14574
H -2.94924 -3.84757 -3.06306
H -3.74909 -0.94920 -1.73227
H -5.26565 -1.82283 0.04755
H -4.46581 -3.60097 1.60611
H -2.14048 -4.48229 1.39427
H -0.62422 -3.61085 -0.36990
C -2.69947 2.80305 4.13756
H -3.01080 3.60895 3.46613
H -2.41767 3.19579 5.12498
H -3.52367 2.08224 4.27962
*
```

Calculated values
E_tot (a.u.): -3021.6370
⟨S²⟩: 1.1093

Entry 3:
Below is one molecule with the formula C4H6N2, with properties calculated with ωB97M-V/def2-TZVPD.

Structure (ORCA input):
```
! wB97M-V def2-TZVPD RIJCOSX def2/J DEFGRID3
* xyz 0 1
C -1.53168 -0.27120 -0.14191
N -0.29061 0.09530 0.56556
C 0.69698 -0.84293 0.28259
C 1.76400 -0.17227 -0.19771
N 1.54702 1.20014 -0.11039
C 0.33072 1.31572 0.32698
H -1.25497 -0.83699 -1.04255
H -2.17320 -0.90157 0.47476
H -2.05574 0.62368 -0.47003
H 0.45932 -1.89066 0.39821
H 2.64265 -0.58265 -0.67068
H -0.13448 2.26343 0.58517
*
```

Calculated values
E_tot (a.u.): -265.4962

Entry 4:
Below is C18H12Cl60O2Si2 as an isolated structure, with properties calculated with ωB97M-V/def2-TZVPD.

Structure (ORCA input):
```
! wB97M-V def2-TZVPD RIJCOSX def2/J DEFGRID3
* xyz 0 1
C -2.14848 1.19769 0.92448
Si -1.02950 1.90903 -0.39548
O -1.19788 0.92295 -1.74822
Si 0.08972 -0.01135 -2.26329
C 0.88601 -1.07871 -0.93044
C 2.41217 -0.81001 -0.82273
O 2.62756 0.19912 0.17466
H -1.69048 0.24084 1.24948
H -3.11716 0.95284 0.45987
H -2.25222 1.85349 1.80298
H -1.45866 3.26387 -0.77785
H 0.38229 1.91668 0.04046
H 1.10504 0.84539 -2.92163
H -0.46592 -0.91074 -3.29770
H 0.41195 -0.95371 0.05838
H 0.77884 -2.15128 -1.19400
H 2.91857 -1.74779 -0.52073
H 2.79913 -0.46297 -1.80092
H 3.45125 0.66490 -0.03343
C -1.44051 0.52763 4.90514
Cl -2.31390 -0.09105 3.49584
Cl 0.11728 -0.30335 5.01567
Cl -1.12257 2.24995 4.70786
Cl -2.38201 0.23815 6.36930
C 4.38812 -2.60564 4.05086
Cl 4.68386 -3.77744 2.75998
Cl 2.97484 -1.64021 3.61710
Cl 4.07132 -3.45161 5.56748
Cl 5.79775 -1.56160 4.24817
C -1.30979 5.73600 -3.54063
Cl -2.94327 6.02891 -4.15009
Cl -1.13559 6.47320 -1.94280
Cl -1.03153 3.99793 -3.41906
Cl -0.13349 6.45198 -4.65147
C 7.98947 4.37331 2.58316
Cl 8.23675 4.51048 0.84177
Cl 7.93744 2.66694 3.04220
Cl 9.30347 5.17346 3.44450
Cl 6.45586 5.14082 3.03339
C -5.57679 6.32445 -7.39075
Cl -4.86305 4.79204 -7.89731
Cl -4.57922 7.66140 -7.96383
Cl -7.20926 6.47969 -8.05842
Cl -5.66324 6.37797 -5.62567
C 5.38980 -7.53797 4.21284
Cl 5.95971 -9.21069 4.25107
Cl 5.06604 -7.00571 5.86478
Cl 6.62729 -6.50753 3.49078
Cl 3.89232 -7.45833 3.26375
C -5.31907 11.45815 -7.16995
Cl -5.64527 13.16685 -6.86117
Cl -4.28832 10.81234 -5.88782
Cl -6.84105 10.56295 -7.20773
Cl -4.49733 11.28752 -8.72692
C 8.85107 4.48753 7.60437
Cl 7.76946 4.84132 6.25661
Cl 8.62152 5.68808 8.88050
Cl 8.49804 2.87631 8.23903
Cl 10.52768 4.54202 7.04059
C -0.00376 -6.67966 1.39691
Cl 1.18113 -7.90736 1.87863
Cl -0.08878 -6.63001 -0.37457
Cl -1.58662 -7.13563 2.03273
Cl 0.45684 -5.10008 2.03439
C 2.37434 4.25811 5.85714
Cl 1.12850 5.29006 5.13755
Cl 2.65522 4.75052 7.53013
Cl 1.84687 2.57788 5.80652
Cl 3.87778 4.40642 4.93650
C -4.63182 -1.86923 -0.06392
Cl -3.91740 -0.96127 1.27876
Cl -6.38025 -1.92609 0.14055
Cl -4.24088 -1.07094 -1.58939
Cl -3.94252 -3.50502 -0.07218
C 0.92515 -11.11310 4.70259
Cl 1.05418 -12.59345 3.74564
Cl 2.26616 -10.03314 4.30406
Cl -0.60289 -10.30441 4.33420
Cl 0.98210 -11.51474 6.42233
C -7.54812 2.15935 -10.33773
Cl -6.44511 1.31994 -9.23986
Cl -9.07795 1.27794 -10.42225
Cl -7.83548 3.79481 -9.73675
Cl -6.82507 2.24104 -11.94846
C -7.53112 -6.76720 -0.45816
Cl -6.86291 -8.00165 -1.53247
Cl -9.04701 -6.15720 -1.13408
Cl -7.83923 -7.47549 1.13207
Cl -6.37936 -5.43679 -0.29841
C 2.53939 -3.90192 -3.95245
Cl 1.38931 -4.89904 -3.05093
Cl 3.90752 -3.50450 -2.90631
Cl 3.11442 -4.78098 -5.37202
Cl 1.72131 -2.42372 -4.47777
*
```

Calculated values
E_tot (a.u.): -29033.8964

Question: Look up the E_tot of the third one.
Answer: -265.4962 a.u.

Question: Among the records above, which one has the highest E_tot?
Answer: C4H6N2

Question: Which of these has the lowest E_tot?
Answer: C18H12Cl60O2Si2

Copy entry 3 word for word.
Below is one molecule with the formula C4H6N2, with properties calculated with ωB97M-V/def2-TZVPD.

Structure (ORCA input):
```
! wB97M-V def2-TZVPD RIJCOSX def2/J DEFGRID3
* xyz 0 1
C -1.53168 -0.27120 -0.14191
N -0.29061 0.09530 0.56556
C 0.69698 -0.84293 0.28259
C 1.76400 -0.17227 -0.19771
N 1.54702 1.20014 -0.11039
C 0.33072 1.31572 0.32698
H -1.25497 -0.83699 -1.04255
H -2.17320 -0.90157 0.47476
H -2.05574 0.62368 -0.47003
H 0.45932 -1.89066 0.39821
H 2.64265 -0.58265 -0.67068
H -0.13448 2.26343 0.58517
*
```

Calculated values
E_tot (a.u.): -265.4962